{"formula": "C10H13N4", "method": "wB97M-V/def2-TZVPD", "homo_lumo_gap_ev": 9.12, "energy_ev": -16530.7444, "smiles": "[H]/N=C1/c2ccccc2/C(=N/[H])N1[NH+](C)C", "total_charge": 1, "elements": ["C", "C", "C", "C", "C", "C", "C", "C", "C", "C", "N", "N", "N", "N", "H", "H", "H", "H", "H", "H", "H", "H", "H", "H", "H", "H", "H"], "xyz": [[3.123, 1.901, 1.526], [3.760, 1.148, 0.487], [1.776, 1.929, 1.688], [2.973, 0.414, -0.382], [1.048, 1.072, 0.881], [1.634, 0.226, -0.076], [-0.358, 0.878, 0.937], [0.600, -0.572, -0.804], [-2.681, -1.609, 0.464], [-2.496, -0.738, -1.672], [-1.204, 1.502, 1.518], [0.955, -1.126, -1.935], [-0.600, -0.544, -0.129], [-1.701, -1.424, -0.568], [3.761, 2.715, 2.117], [4.862, 1.250, 0.323], [1.300, 2.509, 2.446], [3.370, -0.138, -1.215], [-2.874, -0.616, 0.872], [-3.532, -2.016, -0.060], [-2.337, -2.397, 1.334], [-1.862, -0.227, -2.353], [-3.122, -1.302, -2.318], [-3.172, -0.015, -1.324], [-2.111, 1.175, 1.582], [0.310, -1.652, -2.410], [-1.422, -2.342, -0.931]], "forces_ev_per_angstrom": [[3.246, 2.082, 0.126], [0.080, 1.224, 0.493], [-0.513, -0.571, 0.032], [0.118, -1.286, 0.235], [0.657, -2.004, -1.247], [-1.069, 1.816, 0.309], [-0.483, -1.123, -0.437], [1.566, -1.511, -2.949], [0.201, -2.205, 3.651], [1.016, 0.343, -1.060], [0.351, 0.835, 0.659], [1.390, 2.216, 3.495], [0.438, -0.018, 0.952], [0.231, 2.619, -1.656], [-1.316, -2.243, -1.147], [-1.230, -0.149, 0.194], [-0.247, 0.433, 0.221], [0.305, -0.055, -0.173], [-0.293, -0.505, 0.130], [-0.521, -0.097, 0.385], [-0.657, 2.203, -2.261], [1.124, 0.346, -0.274], [-0.267, -1.795, -0.051], [-0.535, 1.056, 1.405], [-2.300, -0.341, 0.139], [-2.219, -1.525, -1.359], [0.926, 0.255, 0.188]]}